No. 1
Below is one molecule with the formula C9H8BrN, with properties calculated with ωB97M-V with the def2-TZVPD basis set.

XYZ file:
```
19
C9H8BrN, DFT ωB97M-V with the def2-TZVPD basis set
C 1.944 -1.456 0.876
C -2.349 1.354 0.745
C -1.156 2.023 1.015
C -2.301 0.051 0.151
C 0.070 1.420 0.625
C -1.092 -0.552 -0.114
C 0.110 0.144 0.084
C 1.425 -1.329 -1.580
C 1.401 -0.528 -0.300
N 2.375 -2.157 1.623
Br 2.938 0.835 -0.362
H -3.187 1.990 0.813
H -1.295 2.866 1.586
H -3.120 -0.500 -0.157
H 0.928 1.910 0.992
H -1.180 -1.572 -0.342
H 0.762 -0.856 -2.265
H 1.215 -2.423 -1.340
H 2.511 -1.220 -2.049
```

DFT total energy (eV): -80993.6165
Frontier orbital gap (eV): 9.941
Charge: 0

=====

No. 2
Below is one molecule with the formula C9H8BrNO, with properties calculated with ωB97M-V with the def2-TZVPD basis set.

XYZ file:
```
20
C9H8BrNO, DFT ωB97M-V with the def2-TZVPD basis set
C -1.107 -1.755 0.603
C -0.384 -2.244 -0.533
C -0.917 -0.413 0.910
C 0.465 -1.444 -1.231
C -0.203 0.454 0.059
C 0.555 -0.044 -1.017
C 1.755 2.539 0.235
C 1.405 0.701 -1.848
C 1.860 1.231 0.788
N 1.756 2.906 -1.003
O 1.771 1.932 -1.942
Br 2.362 1.361 2.607
H -1.675 -2.455 1.195
H -0.635 -3.214 -1.007
H -1.654 -0.110 1.622
H 0.818 -1.829 -2.162
H -0.491 1.560 -0.004
H 1.747 3.291 0.870
H 1.829 0.138 -2.691
H 2.273 0.354 0.431
```

DFT total energy (eV): -83037.0803
Frontier orbital gap (alpha / beta) (eV): 6.781 / 6.786
Charge: 0

=====

No. 3
Below is C9H8Cl2FNOS as an isolated structure, with properties calculated with ωB97M-V with the def2-TZVPD basis set.

XYZ file:
```
23
C9H8Cl2FNOS, DFT ωB97M-V with the def2-TZVPD basis set
C 0.345 2.210 2.395
C 0.054 2.097 1.005
C 0.774 1.052 3.095
C 0.261 0.882 0.331
C 1.336 0.004 2.305
C 0.906 -0.077 1.022
C 0.315 -2.488 -2.260
C -0.901 -2.183 -3.089
C 3.113 -1.326 -0.500
N 0.517 -1.566 -1.286
O 0.899 -3.552 -2.377
F 3.038 -0.183 -1.208
S 1.390 -2.019 -0.075
Cl 4.050 -0.964 0.893
Cl 3.833 -2.519 -1.596
H 0.103 3.101 2.954
H -0.277 2.835 0.378
H 1.025 1.112 4.143
H 0.090 0.636 -0.649
H 1.906 -0.736 2.817
H -0.888 -1.025 -3.377
H -1.863 -2.288 -2.539
H -0.754 -2.821 -3.969
```

DFT total energy (eV): -51594.2848
Frontier orbital gap (eV): 8.874
Charge: 0

=====

No. 4
Below is a 3-piece molecular cluster, C9H8ClN2O2 overall, with properties calculated with ωB97M-V with the def2-TZVPD basis set.

XYZ file:
```
22
C9H8ClN2O2, DFT ωB97M-V with the def2-TZVPD basis set
C 2.453 -1.659 0.601
C 2.715 -0.336 0.385
C 1.175 -2.206 0.340
C 1.787 0.586 -0.143
C 0.231 -1.350 -0.135
C 0.518 0.036 -0.275
C -4.048 -0.726 0.536
C -1.127 -1.386 -0.389
C -0.818 2.189 -0.505
N -0.567 0.730 -0.481
N -1.706 -0.209 -0.560
O -4.363 0.315 0.817
O -3.863 -1.790 0.184
Cl 1.756 4.394 -0.323
H 3.273 -2.210 0.998
H 3.703 -0.008 0.594
H 1.042 -3.336 0.391
H 2.108 1.600 -0.244
H -1.811 -2.168 -0.461
H -1.397 2.526 0.447
H 0.236 2.520 -0.404
H -1.295 2.489 -1.372
```

DFT total energy (eV): -29062.1453
Frontier orbital gap (eV): 6.921
Charge: -1

=====

No. 5
Below is C9H8ClN2O2 as an isolated structure, with properties calculated with ωB97M-V with the def2-TZVPD basis set.

XYZ file:
```
22
C9H8ClN2O2, DFT ωB97M-V with the def2-TZVPD basis set
C -1.083 2.475 0.199
C -1.843 1.258 0.173
C 0.263 2.420 0.205
C -1.222 0.040 0.136
C 0.938 1.200 0.204
C 0.188 -0.035 0.087
C 4.002 -1.195 0.043
C 2.315 0.762 0.075
C 0.560 -2.518 -0.148
N 0.788 -1.198 -0.024
N 2.539 -0.497 -0.067
O 4.868 -0.435 -0.265
O 3.870 -2.304 0.469
Cl -2.432 -3.197 0.189
H -1.436 3.512 0.111
H -2.966 1.426 0.298
H 0.977 3.217 0.267
H -1.827 -0.926 0.021
H 3.276 1.268 0.057
H 0.921 -3.230 0.632
H -0.675 -2.588 -0.362
H 0.916 -2.829 -1.062
```

DFT total energy (eV): -29059.5941
Frontier orbital gap (eV): 7.718
Charge: -1

=====

No. 6
Below is one molecule with the formula C9H8F2N4, with properties calculated with ωB97M-V with the def2-TZVPD basis set.

XYZ file:
```
23
C9H8F2N4, DFT ωB97M-V with the def2-TZVPD basis set
C 1.167 -1.843 0.948
C 2.787 -0.243 0.698
C 0.220 -0.908 0.519
C 1.891 0.679 0.216
C -2.391 0.689 -1.399
C -1.452 -1.406 -1.046
C -2.536 0.979 -0.080
C -1.244 -1.164 0.394
C 2.195 2.036 -0.324
N 2.441 -1.442 0.908
N 0.620 0.282 0.130
N -1.899 -0.471 -1.876
N -1.915 0.065 0.901
F -3.098 2.028 0.426
F -3.019 -0.498 1.693
H 1.041 -2.890 0.955
H 3.848 0.020 0.644
H -2.729 1.457 -2.081
H -1.264 -2.297 -1.565
H -1.617 -2.002 1.054
H 1.344 2.186 -0.950
H 2.364 2.719 0.589
H 3.248 2.023 -0.755
```

DFT total energy (eV): -20853.5187
Frontier orbital gap (eV): 8.658
Charge: 0